(1)
C9H17N3O2S | wB97M-V/def2-TZVPD

The geometry in XYZ format:
```
32
Properties=species:S:1:pos:R:3:mulliken_charge:R:1
C -4.6579 2.6568 -0.0705 -1.17
C -3.9079 1.3600 -0.4202 -0.09
C -2.8795 0.7153 0.0889 -0.62
C -2.5188 -0.6667 -0.2989 0.72
C -1.1337 -0.9647 0.2779 -0.74
C -0.4012 -1.9931 -0.1687 -0.68
C 0.9420 -2.2184 0.3352 -0.79
S 1.8009 -0.6083 0.0186 1.04
N 1.3990 0.6440 0.9008 -0.71
O 1.6904 -0.5321 -1.4506 -0.68
N 3.3847 -1.0293 0.4987 -0.35
C 4.4671 -0.3259 -0.3023 -0.49
C 4.7034 1.0924 0.1813 -0.90
N -3.6324 -1.4860 0.2562 -0.01
O -4.5665 -1.7059 -0.5349 -0.33
H -5.5118 2.3868 0.5293 0.30
H -4.9007 3.1783 -1.0408 0.30
H -4.1285 3.3205 0.7422 0.28
H -4.5373 0.9616 -1.3116 0.24
H -2.1817 1.0929 0.8279 0.30
H -2.5097 -0.7661 -1.4261 0.27
H -0.7517 -0.4360 1.0655 0.94
H -0.7040 -2.7470 -0.9476 0.29
H 1.5493 -2.9562 -0.3026 0.36
H 1.0942 -2.4028 1.3508 0.43
H 0.6969 1.1884 0.3386 0.29
H 3.5627 -0.9545 1.4684 0.27
H 4.0908 -0.3315 -1.4199 0.28
H 5.3603 -0.8852 -0.1721 0.35
H 3.7710 1.6918 0.1563 0.29
H 4.9145 1.0647 1.2636 0.26
H 5.4961 1.6562 -0.4335 0.31
```

Output
SMILES string	C/C=C/[C@@H](/C=C/C[S@](=N)(=O)NCC)N=O
net charge	0
frontier orbital gap	8.9	eV
energy above the lowest of the compared OMol25 structures with the same formula, charge and spin	7.563	eV
multiplicity	1

(2)
C9H17N3O3Pt | wB97M-V/def2-TZVPD

The geometry in XYZ format:
```
33
Properties=species:S:1:pos:R:3:mulliken_charge:R:1
Pt -0.0881 0.0121 1.8184 1.11
O 0.6790 1.5636 -2.9071 -0.57
C 0.1891 1.0220 -3.8765 0.77
O 2.2411 -0.8551 -2.6411 -0.55
C 1.5185 -1.1094 -3.5823 0.45
O 1.5604 -2.3336 -4.2541 -0.34
N 0.5988 -0.2644 -4.2823 0.17
C 0.9783 -2.1547 -5.5798 -0.43
C 0.1002 -0.9324 -5.4718 -0.44
H 0.3639 -3.0067 -5.9123 0.35
H 1.7559 -1.8761 -6.3053 0.27
H -0.9580 -1.1741 -5.2663 0.32
H 0.2828 -0.1635 -6.2284 0.27
C -0.7797 1.6151 -4.8952 -0.19
C -1.7963 2.4579 -4.6027 -0.77
H -0.5839 1.5397 -6.0030 0.20
H -2.1418 2.5503 -3.5584 0.23
H -2.2472 3.0347 -5.4254 0.27
N 1.0373 -1.3651 2.8824 -0.47
C -0.2324 -1.1602 3.6995 -0.85
C -0.4659 0.3331 4.1682 -0.42
C -0.5544 1.6789 3.3909 -0.72
N -1.3306 1.5087 2.0844 -0.48
H 1.9047 -1.1453 3.3998 0.30
H 1.1731 -2.3103 2.4707 0.35
H -1.1203 -1.5690 3.1668 0.51
H -0.1608 -1.7544 4.6338 0.42
H -1.4308 0.2522 4.6813 0.36
H 0.2826 0.5414 4.9411 0.37
H -1.1313 2.3942 4.0022 0.40
H 0.4279 2.1389 3.1972 0.42
H -1.2819 2.3283 1.4701 0.36
H -2.3142 1.3272 2.2463 0.32
```

Output
<S²>	2.004
net charge	+2
frontier orbital gap (spin up / spin down)	6.4 / 2.2	eV
energy above the lowest of the compared OMol25 structures with the same formula, charge and spin	5.236	eV
multiplicity	3

(3)
C9H17N3O4 | wB97M-V/def2-TZVPD

The geometry in XYZ format:
```
33
Properties=species:S:1:pos:R:3:mulliken_charge:R:1
C 3.1740 -0.4406 -1.1550 -1.47
C 2.3006 -0.6770 0.0663 0.79
C 3.1537 -0.9902 1.3657 -1.35
C 1.3224 0.4338 0.3088 -0.34
N -0.0350 0.2242 -0.3923 -0.17
C -0.8596 -0.6343 0.2566 0.52
O -0.4749 -1.2922 1.1882 -0.65
C -2.3114 -0.8600 -0.4585 -0.35
N -2.5369 -2.2759 -0.5485 -0.73
C -3.5371 -0.2415 0.1506 -0.88
C -3.6197 1.3631 0.2798 0.50
N -2.9939 1.9537 -0.7078 -0.30
O -4.1353 1.9557 1.2163 -0.66
C 1.9335 1.7866 -0.0327 0.18
O 2.0856 2.3609 -1.0919 -0.58
O 2.1996 2.4535 1.0771 -0.48
H 3.7597 0.4765 -1.1930 0.36
H 2.4924 -0.2756 -2.0154 0.36
H 3.9056 -1.2786 -1.3597 0.35
H 1.6127 -1.5943 -0.1622 0.22
H 2.4744 -0.6806 2.2168 0.34
H 3.4269 -2.0696 1.4710 0.35
H 4.0391 -0.3511 1.3203 0.33
H 1.0570 0.3710 1.3601 0.66
H -0.4336 0.8043 -1.1002 0.31
H -2.1517 -0.4611 -1.4149 0.55
H -2.0525 -2.6406 -1.3227 0.30
H -2.0101 -2.6142 0.2824 0.33
H -3.7989 -0.5637 1.1998 0.24
H -4.3732 -0.6027 -0.4189 0.41
H -2.5164 1.3483 -1.4068 0.18
H -2.9319 3.0305 -0.7893 0.26
H 1.8349 1.9819 1.8101 0.43
```

Output
SMILES string	CC(C)[C@H](NC(=O)[C@@H](N)CC(N)=O)C(=O)O
net charge	0
frontier orbital gap	10.0	eV
energy above the lowest of the compared OMol25 structures with the same formula, charge and spin	1.548	eV
multiplicity	1

(4)
C9H17N4 | wB97M-V/def2-TZVPD

The geometry in XYZ format:
```
30
Properties=species:S:1:pos:R:3:mulliken_charge:R:1
C 1.1306 1.9945 0.1419 0.43
C -0.3618 0.5476 -0.6333 -0.85
C 0.9971 0.0238 0.0205 0.80
C -1.9827 0.6753 1.4494 -1.95
C -2.7935 1.2057 -0.7490 -1.27
C 0.8271 -2.3657 -0.9986 -1.18
C 2.6342 -1.5845 0.6436 -1.41
C -1.6875 0.2805 0.0199 0.64
C 1.1446 -1.4985 0.1771 0.53
N 2.4728 1.7846 -0.5344 -0.65
N 2.2904 0.6103 -0.7170 -0.08
N 0.0440 1.9811 -0.5365 -0.06
N 1.1570 0.9085 1.0983 -0.58
H -0.3279 0.3170 -1.7717 0.57
H -1.7539 1.6795 1.4558 0.65
H -1.3908 0.1086 2.2984 0.30
H -3.0297 0.3241 1.7306 0.37
H -2.4120 1.4958 -1.7771 0.37
H -3.0744 2.1379 -0.2324 0.34
H -3.6458 0.5197 -0.8746 0.42
H 0.7865 -1.8304 -2.0244 0.29
H -0.2080 -2.7634 -0.9766 0.31
H 1.4971 -3.2778 -0.9553 0.30
H 3.3114 -0.8114 0.2437 0.43
H 3.0282 -2.5445 0.4867 0.50
H 2.6886 -1.3337 1.7083 0.38
H -1.9868 -0.7835 -0.3102 0.33
H 0.4804 -1.6464 1.0369 0.36
H -0.1401 2.8154 -1.0996 0.29
H 0.3049 1.0295 1.6796 0.42
```

Output
net charge	+1
frontier orbital gap (spin up / spin down)	8.4 / 8.4	eV
energy above the lowest of the compared OMol25 structures with the same formula, charge and spin	5.880	eV
multiplicity	1

(5)
C9H17N4O2PdSe | wB97M-V/def2-TZVPD

The geometry in XYZ format:
```
34
Properties=species:S:1:pos:R:3:mulliken_charge:R:1
Pd 0.9100 0.7470 1.0460 -0.12
N 1.0624 1.9399 3.0596 -0.38
C -0.1799 1.7291 3.7962 -0.56
C -1.3487 1.9276 2.8490 -0.32
N -1.2573 0.9740 1.7418 -0.36
H 1.8876 1.6411 3.5608 0.25
H 1.1804 2.9010 2.7606 0.22
H -0.2971 2.3913 4.6606 0.37
H -0.1675 0.7006 4.1659 0.32
H -1.3068 2.9306 2.4193 0.07
H -2.2918 1.8491 3.3999 0.35
H -1.8570 1.2158 0.9632 0.24
H -1.4591 0.0234 2.0269 0.21
C 0.8032 -1.5433 -3.9222 -1.60
C -0.0933 -1.9453 -2.7429 2.29
C -1.5628 -1.7565 -3.1435 -1.59
C 0.1525 -3.4225 -2.4081 -1.60
C 0.2200 -1.1075 -1.5711 -0.34
C 0.5007 -0.4348 -0.5967 -0.68
H 0.5729 -2.1521 -4.8027 0.36
H 1.8543 -1.6816 -3.6647 0.40
H 0.6548 -0.4921 -4.1728 0.39
H -1.7986 -2.3555 -4.0294 0.36
H -1.7648 -0.7076 -3.3643 0.39
H -2.2212 -2.0635 -2.3290 0.39
H -0.0670 -4.0538 -3.2759 0.36
H -0.4812 -3.7365 -1.5771 0.39
H 1.1915 -3.5781 -2.1144 0.40
Se -1.2313 4.9738 0.2466 -0.37
C 0.0244 3.6647 0.2256 0.11
N 0.8432 2.8363 0.2364 -0.49
O 3.0951 0.2200 1.6137 -0.41
N 2.8296 -0.7050 2.4095 0.30
O 1.6028 -0.9298 2.5334 -0.37
```

Output
<S²>	2.006
net charge	-1
frontier orbital gap (spin up / spin down)	7.2 / 7.8	eV
energy above the lowest of the compared OMol25 structures with the same formula, charge and spin	0.000	eV
multiplicity	3

(6)
C9H17N4O5Ru | wB97M-V/def2-TZVPD

The geometry in XYZ format:
```
36
Properties=species:S:1:pos:R:3:mulliken_charge:R:1
Ru 0.0859 -0.1913 0.9394 0.98
N -0.0455 -0.2924 3.0343 -0.43
C -1.1512 -1.2232 3.4306 -0.53
C -0.9941 -2.4995 2.6316 -0.52
N -0.9844 -2.1397 1.1812 -0.42
H 0.8228 -0.6241 3.4574 0.37
H -0.2232 0.6279 3.4428 0.36
H -2.1057 -0.7394 3.2142 0.35
H -1.1215 -1.4319 4.5005 0.43
H -1.8104 -3.1867 2.8589 0.39
H -0.0622 -3.0114 2.8749 0.36
H -1.9365 -1.9032 0.8979 0.37
H -0.7105 -2.9421 0.6183 0.27
C 1.1966 -1.6354 -2.4292 -1.22
C 0.3557 -0.4455 -2.2982 0.14
N -0.0724 0.0954 -1.1232 0.09
C -0.7916 1.2016 -1.4411 0.42
C -0.8126 1.3495 -2.8543 0.22
N -0.0975 0.3107 -3.3275 0.04
C -1.4655 2.3229 -3.8506 0.53
O -2.1223 3.3271 -3.3974 -0.41
O -1.2863 1.9985 -4.9911 -0.43
C -1.3054 2.0615 -0.2992 0.79
O -1.9446 3.0485 -0.5503 -0.57
O -0.9494 1.5944 0.8557 -0.63
H 1.4809 -2.0222 -1.4548 0.29
H 2.1018 -1.4041 -3.0038 0.41
H 0.6835 -2.4177 -3.0027 0.41
H 0.0594 0.1465 -4.3257 0.32
H -2.1796 3.4757 -2.4322 0.43
C 2.9095 1.4738 1.0817 -0.59
O 2.3557 0.1201 1.0169 -0.42
H 3.9878 1.4360 0.9394 0.33
H 2.7067 1.9370 2.0468 0.30
H 2.4688 2.0649 0.2835 0.27
H 2.9576 -0.4822 1.4753 0.30
```

Output
<S²>	6.029
net charge	+3
frontier orbital gap (spin up / spin down)	8.5 / 5.9	eV
multiplicity	5

(7)
C9H17NO | wB97M-V/def2-TZVPD

The geometry in XYZ format:
```
28
Properties=species:S:1:pos:R:3:mulliken_charge:R:1
H 3.9959 -0.8573 0.4695 0.25
N 3.5381 -0.2139 -0.1380 -0.77
C 2.3719 0.2415 0.0055 0.31
C 1.5606 1.3350 -0.5896 -0.66
C 0.2037 0.5188 -0.4036 0.98
C -0.0042 -0.3755 -1.6147 -1.66
C -1.1720 1.2498 -0.1469 -0.61
C -1.4328 2.2908 -1.2330 -1.19
C 0.8058 -0.2464 0.8635 0.07
O 0.5578 0.4443 2.0492 -0.57
C 0.6154 -1.7335 1.1303 -0.38
C -0.6176 -2.0760 1.9162 -1.24
H 1.5870 2.3888 -0.1671 0.36
H 1.7949 1.5329 -1.6911 0.33
H 0.7476 -1.3452 -1.5325 0.33
H 0.3146 0.1177 -2.5587 0.37
H -1.0124 -0.7458 -1.6073 0.38
H -2.0143 0.6411 -0.0874 0.54
H -1.2361 1.8752 0.7433 0.29
H -2.3118 2.8643 -0.9742 0.38
H -1.5901 2.0822 -2.2382 0.33
H -0.4048 2.7916 -1.1580 0.23
H 0.5236 1.3094 1.8473 0.42
H 0.7813 -2.1527 0.1603 0.26
H 1.4383 -2.0505 1.7690 0.31
H -0.6375 -1.5308 2.8493 0.32
H -0.7217 -3.1068 2.2863 0.40
H -1.6141 -1.8324 1.4175 0.21
```

Output
SMILES string	[H]/N=C1/C[C@](C)(CC)[C@@]1(O)CC
net charge	0
frontier orbital gap	8.8	eV
energy above the lowest of the compared OMol25 structures with the same formula, charge and spin	3.307	eV
multiplicity	1

(8)
C9H18Cl2N2OYb | wB97M-V/def2-TZVPD

The geometry in XYZ format:
```
33
Properties=species:S:1:pos:R:3:mulliken_charge:R:1
Yb 0.0000 0.0000 0.0000 0.31
Cl -0.4116 2.2026 -0.6633 -0.61
Cl 0.4757 0.9932 2.1112 -0.60
C 1.7533 -0.4955 -0.1282 -0.88
H 2.2289 -1.0035 -0.9735 0.14
H 2.4353 -0.1931 0.6758 0.25
C -1.3244 -0.5461 -1.9845 -0.55
C -0.1345 -1.2367 -2.0979 -0.12
H -2.1179 -0.9556 -1.3642 0.49
C 0.8665 -0.8878 -3.1692 -0.60
H -0.0369 -2.2173 -1.6419 0.28
C 0.6502 0.5216 -3.7259 -0.64
H 1.8921 -1.0065 -2.7986 0.32
H 0.7611 -1.6306 -3.9767 0.38
C -0.8117 0.6895 -4.1523 -0.70
H 0.8914 1.2584 -2.9515 0.20
H 1.3212 0.6926 -4.5751 0.36
C -1.7680 0.5166 -2.9594 -0.53
H -0.9702 1.6729 -4.6072 0.35
H -1.0424 -0.0607 -4.9217 0.29
H -1.8946 1.4678 -2.4347 0.30
H -2.7639 0.2182 -3.3167 0.36
C -2.6612 -3.2941 2.3595 -0.82
N -1.2306 -3.5316 2.3325 -0.27
C -0.3412 -2.7095 1.7040 0.81
N 0.9828 -2.9836 1.7896 -0.38
O -0.7619 -1.7286 1.0918 -0.63
H -2.9540 -2.3823 1.7975 0.26
H -2.9887 -3.1655 3.4140 0.29
H -3.1909 -4.1646 1.9233 0.28
H -0.8798 -4.3525 2.8498 0.18
H 1.6959 -2.3984 1.3545 0.27
H 1.3103 -3.8063 2.3173 0.21
```

Output
<S²>	0.752
net charge	-1
frontier orbital gap (spin up / spin down)	4.5 / 4.6	eV
energy above the lowest of the compared OMol25 structures with the same formula, charge and spin	1.264	eV
multiplicity	2